Below is one molecule with the formula C5H12Cl2Si at a distorted geometry, with properties calculated with wB97M-V/def2-TZVPD.

Geometry as XYZ:
```
20
Properties=species:S:1:pos:R:3
H -2.075 0.307 -2.151
H 3.166 0.646 -0.252
H 0.319 -1.191 2.379
H -0.460 1.009 -2.278
C -0.741 -0.224 -0.541
C -1.254 0.740 -1.582
H 2.094 1.389 -1.422
Si 0.763 0.397 0.471
H -2.951 -0.980 -0.199
H 1.874 -1.526 1.638
H 1.687 -0.144 2.708
Cl -0.279 -1.762 -1.333
C 2.212 0.538 -0.757
H -2.434 0.194 1.057
C -2.174 -0.686 0.488
C 1.195 -0.731 1.934
H 2.265 -0.356 -1.371
H -1.856 -1.505 1.116
H -1.603 1.647 -1.092
Cl 0.252 2.237 1.188
```

M, g/mol: 171.14
Kohn-Sham gap, Ha: 0.3857
Highest occupied orbital energy, eV: -9.8
E_LUMO, eV: 0.711
SMILES string: CC(C)(Cl)[Si](C)(C)Cl
Calculated total energy, Ha: -1407.65382

These are the Löwdin partial charges, in e, on atoms 1 to 8:
1. H 0.07
2. H 0.03
3. H 0.02
4. H 0.07
5. C -0.91
6. C -0.20
7. H 0.03
8. Si 0.12

---

Below is a 7-piece molecular cluster, C43H48F6N2OP overall at a distorted geometry, with properties calculated with wB97M-V/def2-TZVPD.

Geometry as XYZ:
```
101
Properties=species:S:1:pos:R:3
O 3.520 0.725 4.162
C 0.758 1.212 -2.689
C -0.462 -1.358 3.827
H -0.129 1.910 3.748
C -3.094 1.178 -6.470
H -0.586 4.042 -8.743
H 0.299 1.070 -0.583
H 3.565 5.085 -8.788
C -4.061 0.241 -6.805
C 5.594 3.454 -4.843
C 0.444 3.800 -8.518
F -0.460 0.774 6.618
C -1.939 -1.718 8.800
C -0.781 0.070 7.753
H -4.945 -1.655 -6.337
C -1.625 -1.014 7.646
C 4.480 3.631 -2.338
H -1.839 -1.620 -0.115
C 0.980 -0.885 4.023
H 2.836 2.527 -3.181
H -0.162 0.085 11.045
H 3.846 2.369 -5.423
H 4.332 -0.239 1.830
C 3.093 3.183 -7.934
C -5.180 -5.711 3.966
C 6.291 4.113 -3.851
H 0.134 -2.034 2.026
F -3.722 -5.074 2.232
C -4.624 -5.103 6.232
H 1.014 -0.258 1.978
F -1.316 1.814 -5.069
H -1.227 -0.361 0.941
C 1.000 -0.775 -1.413
C -0.569 -0.225 10.093
C 0.649 0.558 -1.471
C -2.368 -0.244 -4.652
H 6.252 4.717 -1.800
C -4.024 -5.087 3.549
H 1.701 -1.696 3.985
F 0.908 -1.416 -0.210
P 2.673 1.234 2.853
C 4.358 2.882 -4.622
N -1.139 0.015 3.767
H -0.021 1.868 -7.662
H -6.374 -6.207 5.669
C -5.475 -5.717 5.322
F 2.373 1.129 -7.037
C -0.243 0.487 8.948
C 1.441 -1.482 -2.508
H -2.256 -4.003 4.058
H -2.598 -2.573 8.744
H -4.717 0.429 -7.644
H 0.996 -0.396 5.000
H -2.038 -1.299 6.686
H -0.800 -1.892 4.717
H 1.211 5.641 -9.306
H 3.551 -0.230 4.266
H 0.489 2.257 -2.764
C -3.469 -4.480 5.782
H -4.861 -5.114 7.287
C 1.534 -0.815 -3.723
H -2.713 -1.967 2.734
H -2.980 2.100 -7.025
C 2.068 2.310 -7.636
H 1.872 -1.348 -4.601
H -0.558 1.282 2.150
H -1.689 -0.410 -3.825
C 1.197 0.527 -3.814
C -1.991 -1.133 0.846
H -5.831 -6.181 3.242
F 6.141 3.362 -6.073
N -0.627 -2.167 2.677
H -2.108 0.064 3.456
C -4.189 -0.929 -6.071
C -3.160 -4.470 4.429
H 4.040 3.705 -1.352
C 3.505 0.370 1.464
H -3.440 -2.081 -4.424
H 2.829 -0.284 0.908
C -1.925 -2.139 1.998
C -1.413 -1.325 10.021
C 0.747 2.588 -7.913
H -2.800 -4.004 6.488
C 3.803 2.975 -3.357
H -2.104 -3.137 1.600
C -3.343 -1.168 -4.997
H 7.258 4.545 -4.070
H -1.661 -1.874 10.919
C 1.454 4.699 -8.833
H -2.970 -0.654 0.793
H 0.415 1.345 8.978
H -1.193 0.302 4.754
H 4.116 2.923 -7.700
C -0.181 1.016 3.134
H 1.275 1.038 -4.763
C 2.775 4.388 -8.542
C 5.722 4.200 -2.588
C 1.111 0.207 2.963
H 3.889 1.121 0.777
C -2.268 0.912 -5.399
H 1.706 -2.526 -2.409
```

M, g/mol: 753.83
Kohn-Sham gap, Ha: 0.3046
Total charge: +1
Highest occupied orbital energy, eV: -10.6
E_LUMO, eV: -2.346
Calculated total energy, Ha: -2792.40763

These are the Löwdin partial charges, in e, on atoms 1 to 8:
1. O -0.32
2. C -0.10
3. C -0.30
4. H 0.13
5. C -0.02
6. H 0.10
7. H 0.11
8. H 0.11

---

Below is C8H13BrClO9 as an isolated structure at a distorted geometry, with properties calculated with wB97M-V/def2-TZVPD.

Geometry as XYZ:
```
32
Properties=species:S:1:pos:R:3
C 0.244 -0.312 0.335
H -1.633 -1.330 -0.325
H 0.162 0.795 -1.642
H 2.659 -0.655 -0.426
H -2.388 2.584 3.443
O 4.164 2.752 0.143
O -1.611 -5.688 0.360
O -1.966 -5.008 -1.877
C -2.231 0.678 2.226
H -1.204 -1.607 1.423
H -2.734 2.784 1.603
O 2.288 2.105 -1.142
Cl -2.254 -4.709 -0.490
H 2.442 -1.181 -2.170
H 4.030 0.916 -1.569
O -3.685 -4.746 -0.274
H 0.036 -1.022 -1.801
H 0.933 -1.133 0.765
C 2.933 1.014 -1.861
H 2.922 1.154 -3.005
O 2.994 4.413 -0.945
O -1.752 -3.386 -0.168
C 0.594 -0.183 -1.237
C 2.179 -0.340 -1.427
C 3.214 3.020 -0.612
H -3.999 1.997 2.783
C -1.260 -0.800 0.626
O -1.847 0.030 3.222
C -2.884 2.130 2.523
O -2.206 0.270 0.884
H 0.526 0.651 0.880
Br 1.312 4.782 -0.238
```

M, g/mol: 368.54
Kohn-Sham gap, Ha: 0.2330
Total charge: -1
Highest occupied orbital energy, eV: -5.9
E_LUMO, eV: 0.427
Calculated total energy, Ha: -4023.70594

These are the Löwdin partial charges, in e, on atoms 1 to 8:
1. C -0.15
2. H 0.11
3. H 0.12
4. H 0.12
5. H 0.08
6. O 0.11
7. O -0.39
8. O -0.39

---

Below is C49H54FN4O6PSSbY as an isolated structure, with properties calculated with wB97M-V/def2-TZVPD.

Geometry as XYZ:
```
118
Properties=species:S:1:pos:R:3
C -1.075 -4.391 4.561
O -2.615 -0.668 -2.389
H -0.082 3.619 -4.619
H -4.269 4.332 -2.418
C -3.259 3.495 2.027
H 5.322 -4.298 5.292
H 0.253 5.459 -1.562
O 2.743 -0.373 -4.857
C 1.015 -0.349 4.168
C 3.940 -5.755 2.571
H -4.161 3.663 1.436
C -0.844 2.869 2.107
H -2.771 3.483 -2.793
H 1.073 -2.340 -4.114
H -4.090 1.364 -3.088
C -0.835 2.867 -4.828
H -0.463 3.113 -1.796
C 2.481 -4.574 -1.789
H -3.055 4.419 2.586
H 3.993 -6.658 1.974
C -2.765 2.127 -6.026
H 0.063 2.618 1.559
H -1.826 4.330 -7.550
N 1.199 2.303 -0.901
C -1.906 4.455 -6.468
H 4.461 1.371 3.968
O -2.212 -1.838 -4.508
H 0.038 1.449 -3.474
C 3.788 -3.429 4.071
H -2.913 -4.015 1.712
C -2.078 -3.922 2.395
C 0.889 4.661 -1.200
H 5.270 -2.956 -0.720
H -1.140 -4.841 5.543
C 3.229 1.404 0.183
C 3.823 -4.386 -1.491
C 4.769 -5.596 3.676
H -5.596 2.176 -2.640
H -3.212 -1.241 2.587
C -1.831 3.129 -5.758
C 2.961 -3.571 2.962
C 0.066 -3.722 4.150
C 2.018 -0.918 3.391
C -1.720 0.671 -4.425
C -3.961 2.516 -1.257
H -3.503 -0.789 0.192
C -2.777 -0.331 2.160
H 2.477 5.922 -0.468
O 1.926 0.345 -2.892
C -4.946 0.455 1.172
N 2.014 -2.355 -1.088
P 1.719 -2.367 2.314
C 3.493 0.887 4.039
H 2.410 -4.881 1.354
H -0.652 3.761 2.719
N -0.281 -1.138 -3.008
C 1.603 -3.524 -1.574
H -5.463 -0.391 1.644
H 4.535 -5.187 -1.650
O -0.927 -1.986 -0.207
C -0.759 -2.852 0.636
C -3.443 3.761 -1.975
Sb -2.320 1.479 -0.252
C 0.485 3.349 -1.327
C 4.245 -3.169 -0.984
H -5.069 0.701 -1.807
H 3.833 3.978 0.299
H -5.003 1.293 1.869
H -3.061 -4.976 3.931
H 0.042 -0.825 4.203
C 0.703 -1.310 -4.093
C -2.707 0.907 -5.377
C 2.115 4.908 -0.596
H 4.039 -0.688 2.692
H -4.647 2.827 -0.463
H 4.270 1.557 -0.125
H 2.111 -5.510 -2.184
C 0.196 -3.119 2.904
F 0.099 0.262 0.984
C 4.686 -4.432 4.424
C 1.908 -0.369 -3.952
H 0.448 1.259 5.466
C 3.053 -4.753 2.220
H 2.664 2.362 5.366
S -1.736 -0.882 -3.524
C -2.146 -4.466 3.643
H -3.545 2.308 -6.760
O 4.936 -0.696 0.092
H 0.542 -3.597 -1.781
H -1.797 3.948 0.535
H -2.901 4.438 -1.309
C 2.386 2.534 -0.338
H -3.423 0.124 -5.593
H 0.915 -3.659 4.828
C 1.247 0.823 4.877
C -3.502 0.065 0.874
C 3.744 -0.816 -0.247
H -2.855 4.957 -6.265
C 3.304 -2.169 -0.795
H 3.734 -2.531 4.673
Y 0.641 -0.312 -0.976
N 2.787 0.092 -0.210
C 2.867 3.837 -0.169
C -0.896 -3.210 1.958
H 5.477 -6.371 3.946
C 2.487 1.444 4.819
H -3.483 2.722 2.766
H 0.252 -1.140 -5.074
H -2.870 0.462 2.911
H -1.714 -0.507 1.996
H 3.233 1.505 1.278
H -1.101 5.116 -6.146
H -1.018 2.031 2.784
C 3.257 -0.278 3.326
H -5.512 0.725 0.280
C -2.044 3.104 1.191
C -0.776 1.648 -4.161
C -4.723 1.638 -2.245
```

M, g/mol: 1087.70
Kohn-Sham gap, Ha: 0.1679
Total charge: -2
Highest occupied orbital energy, eV: -0.6
E_LUMO, eV: 3.994
Calculated total energy, Ha: -3688.30129

These are the Löwdin partial charges, in e, on atoms 1 to 8:
1. C -0.15
2. O -0.40
3. H 0.11
4. H 0.07
5. C -0.16
6. H 0.09
7. H 0.10
8. O -0.01

---

Below is one molecule with the formula C15H23NO3S at a distorted geometry, with properties calculated with wB97M-V/def2-TZVPD.

Geometry as XYZ:
```
43
Properties=species:S:1:pos:R:3
H -0.981 -2.930 0.559
H -6.357 1.041 -1.504
C 3.720 -1.914 0.906
H 4.532 -2.216 -1.154
H -1.121 -2.604 2.002
H -7.486 -0.073 -0.557
H 2.621 1.917 -1.880
H 3.739 -2.943 0.675
H 4.712 -1.614 1.301
H 3.281 0.751 1.059
C 2.481 -2.010 -1.345
C 2.907 0.604 0.054
H 2.247 -3.109 -1.111
H 2.304 -1.732 -2.196
S -5.303 -0.731 -0.290
H 2.074 2.981 0.819
H -2.841 -2.038 0.578
O 3.877 -0.374 -0.752
H 1.918 3.929 -0.568
C 1.893 2.990 -0.079
H 1.450 -1.759 -0.847
H -2.296 2.771 -0.017
H -6.595 1.125 0.173
C -0.495 -2.433 1.292
C -1.450 -0.378 0.566
H 0.146 2.095 -1.222
N 0.427 2.464 -0.293
C 2.882 1.965 -0.917
C -2.725 -1.077 0.183
C -2.429 1.850 -0.036
C -6.498 0.404 -0.858
C 3.624 -1.660 -0.538
H 0.337 -2.812 1.570
C -3.741 1.151 -0.005
O 0.414 1.795 1.955
C -3.876 -0.178 0.013
H -4.497 1.855 -0.460
C 0.017 1.621 0.823
C -1.390 1.070 0.380
H 3.908 2.416 -0.713
H 2.013 0.362 -0.026
O -0.240 -0.971 0.889
H 2.800 -1.604 1.570
```

M, g/mol: 297.42
Kohn-Sham gap, Ha: 0.3066
Highest occupied orbital energy, eV: -7.8
E_LUMO, eV: 0.502
SMILES string: COc1cc(SC)ccc1C(=O)NCCCOC(C)C
Calculated total energy, Ha: -1263.58352

These are the Löwdin partial charges, in e, on atoms 1 to 8:
1. H 0.06
2. H -0.07
3. C -0.05
4. H 0.20
5. H 0.04
6. H 0.07
7. H 0.05
8. H 0.06

---

Below is C58H48IrP3S2Si as an isolated structure, with properties calculated with wB97M-V/def2-TZVPD.

Geometry as XYZ:
```
113
Properties=species:S:1:pos:R:3
C 4.486 0.137 3.076
C -3.700 1.158 0.556
C -1.482 3.479 -0.918
H -4.009 4.632 -1.149
C -0.680 -2.733 -1.558
H 1.744 -2.934 -3.694
H -2.904 5.991 -0.981
S -1.929 4.124 1.670
H 4.542 -1.422 -0.452
H 3.433 -5.532 1.178
H -3.992 -2.184 -2.121
C 1.626 -2.772 0.394
C 4.375 4.344 -0.387
C 4.523 -0.979 0.533
H -3.006 1.946 0.294
H -3.899 5.493 0.388
C 4.224 -0.642 -3.913
C 2.882 -0.251 -1.956
C 3.942 3.077 -0.014
C 1.441 -0.253 4.163
H 4.296 5.884 -1.873
C 1.182 -2.447 1.676
C -1.397 0.320 -3.506
C -2.843 1.479 -5.033
H -6.588 0.659 2.239
C -3.797 -2.785 3.320
H 3.626 -2.286 -5.152
C -3.559 1.083 -2.768
H -0.432 1.793 2.202
C -5.710 0.436 1.649
H 0.345 -4.549 -2.087
C 2.363 -2.086 -3.428
H 6.082 -2.242 1.276
C 0.496 2.360 4.036
H -0.885 0.740 -5.538
S -0.046 2.576 -0.465
C -3.458 -0.145 0.116
H -4.309 1.187 -1.995
P -1.979 -0.366 -0.911
C -0.604 -4.026 -2.078
H -4.734 2.099 -4.244
C 3.625 0.047 0.825
H 5.050 4.888 0.259
C 1.284 1.957 5.106
C 1.465 -3.279 2.758
C 2.279 -4.384 2.572
C -2.230 4.201 0.018
C 5.391 -1.444 1.510
H -0.451 -0.171 -3.304
C 3.422 -1.724 -4.251
H 2.772 4.612 -3.351
H 5.055 -0.364 -4.546
C 3.955 4.900 -1.583
C 3.601 0.590 2.110
H 2.514 -5.025 3.411
H 6.065 -1.238 3.534
H 4.299 2.656 0.911
C 3.958 0.095 -2.767
C -2.289 -0.919 3.179
H -4.696 -3.233 3.722
P 0.129 -0.971 1.753
C 5.379 -0.882 2.778
H 0.131 3.375 3.973
C 2.444 -3.887 0.224
H -3.822 -4.462 -3.023
C -2.357 0.449 -2.496
H 2.814 -4.142 -0.763
H -4.146 -2.184 0.199
H 2.893 1.371 2.360
C 1.752 0.652 5.167
C 2.087 -1.361 -2.273
C -1.925 -2.096 -1.515
H -0.899 4.499 -2.680
C -1.730 -4.656 -2.582
H -3.036 1.881 -6.019
C -3.451 -1.488 3.673
H -1.197 -3.517 1.287
C 0.175 1.457 3.036
H -2.616 4.114 -2.646
C -3.047 -2.708 -2.074
H 4.581 0.945 -2.520
H -4.082 -0.919 4.342
H -1.659 -5.657 -2.983
Si 0.812 -1.764 -0.966
H 2.374 0.337 5.993
H 1.858 -1.246 4.211
H -2.021 0.086 3.477
H -1.423 2.852 -2.979
Ir 0.117 0.292 -0.142
C -1.828 -2.939 1.951
C -2.991 -3.506 2.451
H 1.989 2.385 -2.690
P 2.477 0.686 -0.429
C -5.463 -0.863 1.234
H -3.258 -4.516 2.171
H -6.145 -1.657 1.510
C -4.819 1.448 1.319
H -4.992 2.462 1.654
H 1.037 -3.090 3.733
C 3.098 4.187 -2.412
C 0.644 0.141 3.093
H 4.467 0.573 4.066
C -2.949 -3.987 -2.597
C -1.635 0.839 -4.765
C -3.798 1.600 -4.038
C -3.326 5.130 -0.457
C -1.463 -1.645 2.323
H 1.534 2.658 5.890
C -4.338 -1.162 0.478
C 2.788 -4.675 1.311
C -1.631 3.739 -2.391
C 3.075 2.363 -0.834
C 2.657 2.931 -2.039
```

M, g/mol: 1122.38
Kohn-Sham gap (spin up / spin down), Ha: 0.2535 / 0.2356
Total charge: +1
Highest occupied orbital energy (spin up / spin down), eV: -9.8 / -10.1
Expectation value of S²: 0.776
E_LUMO (spin up / spin down), eV: -2.902 / -3.642
Multiplicity: 2
Calculated total energy, Ha: -4453.23260

These are the Löwdin partial charges, in e, on atoms 1 to 8:
1. C -0.07
2. C -0.11
3. C -0.68
4. H 0.08
5. C -0.27
6. H 0.10
7. H 0.09
8. S 0.73

---

Below is a 4-piece molecular cluster, C4H15N2O2 overall at a distorted geometry, with properties calculated with wB97M-V/def2-TZVPD.

Geometry as XYZ:
```
23
Properties=species:S:1:pos:R:3
H 1.368 -0.157 1.734
C 0.238 -1.198 -0.397
H 1.014 2.334 0.054
C 2.237 -0.366 1.056
H 1.891 3.588 -0.576
H 2.576 0.584 0.683
H -0.131 -2.033 -1.037
H -2.908 -1.409 -1.572
N -2.301 -0.643 -1.287
N -0.627 -1.108 0.790
H -1.259 0.121 0.640
H 1.570 -2.363 0.676
O -2.868 1.694 -0.743
H -2.744 -1.089 0.677
H -2.634 0.713 -0.980
C 1.680 -1.468 0.037
H 2.393 -1.671 -0.757
H 0.172 -0.272 -1.019
C -1.926 -0.711 0.131
H -0.202 1.726 0.756
O 1.855 2.583 -0.587
H -2.417 1.940 0.037
H 3.024 -0.794 1.686
```

M, g/mol: 123.18
Kohn-Sham gap, Ha: 0.1574
Total charge: +1
Highest occupied orbital energy, eV: -14.3
E_LUMO, eV: -9.985
Calculated total energy, Ha: -420.63136

These are the Löwdin partial charges, in e, on atoms 1 to 8:
1. H 0.05
2. C -0.24
3. H 0.02
4. C -0.08
5. H 0.09
6. H 0.04
7. H 0.15
8. H 0.11